{
  "formula": "C5H6O",
  "method": "wB97M-V/def2-TZVPD",
  "symbols": ["C", "C", "C", "O", "C", "C", "H", "H", "H", "H", "H", "H"],
  "coordinates": [[0.49283, 1.10736, 0.77204], [-0.37437, -0.45336, 0.11746], [-0.43560, -1.87409, 0.54519], [-1.57777, -1.02196, 0.55716], [-0.25659, 0.05464, -1.23907], [0.18095, 0.99955, -1.86277], [-0.29920, 1.71241, 0.36269], [1.35900, 0.86805, 0.17804], [0.87917, 1.67313, 1.66030], [-0.02593, -2.11159, 1.52448], [-0.50259, -2.73514, -0.13550], [0.56011, 1.78100, -2.48002]],
  "e_above_lowest_ev": 5.672,
  "e_tot_ev": -7323.612,
  "mol_weight_g_mol": 82.10,
  "charge": 0,
  "homo_energy_ev": -9.86
}

=====

{
  "formula": "C5H6O",
  "method": "wB97M-V/def2-TZVPD",
  "symbols": ["C", "C", "C", "C", "C", "O", "H", "H", "H", "H", "H", "H"],
  "coordinates": [[0.22382, 0.72130, 0.39416], [-1.07261, 0.45751, 1.19660], [-1.35294, -0.90823, 0.53568], [-0.18770, -0.63109, -0.25168], [0.49695, -1.21519, -1.27996], [1.53687, -0.53350, -1.72421], [1.13863, 0.73955, 1.00794], [1.48321, 0.25684, -1.14068], [0.21940, 1.66284, -0.18465], [-1.87101, 1.17679, 0.98802], [-0.95948, 0.42042, 2.28271], [0.34487, -2.14722, -1.82393]],
  "e_above_lowest_ev": 4.505,
  "e_tot_ev": -7324.780,
  "mol_weight_g_mol": 82.10,
  "charge": 0,
  "homo_energy_ev": -8.18
}

=====

{
  "formula": "C5H6O",
  "method": "wB97M-V/def2-TZVPD",
  "symbols": ["C", "C", "C", "C", "O", "C", "H", "H", "H", "H", "H", "H"],
  "coordinates": [[1.48362, 1.33231, 0.01049], [0.05467, 0.94121, 0.12728], [-1.04684, 0.79513, -0.71870], [-0.95828, -0.29369, 0.17528], [-0.27754, 0.17152, 1.31387], [-1.11832, -1.76033, -0.00970], [1.71854, 1.76432, -0.96375], [1.69603, 2.06646, 0.79543], [2.11149, 0.45691, 0.20066], [-1.50200, -1.96443, -1.00962], [-0.17052, -2.28225, 0.15374], [-1.83238, -2.12872, 0.73542]],
  "e_above_lowest_ev": 4.273,
  "e_tot_ev": -7325.011,
  "mol_weight_g_mol": 82.10,
  "charge": 0,
  "homo_energy_ev": -8.72
}

=====

{
  "formula": "C5H6O",
  "method": "wB97M-V/def2-TZVPD",
  "symbols": ["O", "C", "C", "C", "C", "C", "H", "H", "H", "H", "H", "H"],
  "coordinates": [[-0.16455, 2.20962, -0.78760], [0.04106, 1.09903, -0.37206], [-0.21339, 0.61858, 1.07337], [-0.19121, -0.86279, 0.92470], [0.03134, -1.24017, -0.33274], [0.53583, -0.10526, -1.18664], [-1.22231, 0.93124, 1.38686], [0.51124, 1.03183, 1.77072], [-0.55814, -1.57591, 1.65519], [-0.68745, -2.00000, -0.57125], [1.63811, -0.04437, -1.21068], [0.20791, -0.08391, -2.22828]],
  "e_above_lowest_ev": 1.042,
  "e_tot_ev": -7328.242,
  "smiles": "O=C1CC=CC1",
  "mol_weight_g_mol": 82.10,
  "charge": 0,
  "homo_energy_ev": -9.20
}

=====

{
  "formula": "C5H6O",
  "method": "wB97M-V/def2-TZVPD",
  "symbols": ["C", "C", "C", "O", "C", "C", "H", "H", "H", "H", "H", "H"],
  "coordinates": [[1.42680, 0.71079, 0.77221], [0.23172, 0.19248, 0.02339], [0.23361, -0.35479, -1.22207], [-1.00704, -0.75945, -1.58095], [-1.79839, -0.58010, -0.51000], [-1.12263, 0.04752, 0.48864], [1.85487, 1.58573, 0.27303], [2.21332, -0.05019, 0.82752], [1.17756, 0.99999, 1.79765], [0.97598, -0.89511, -1.77773], [-2.67796, -1.19643, -0.55991], [-1.50783, 0.29957, 1.46822]],
  "e_above_lowest_ev": 0.725,
  "e_tot_ev": -7328.559,
  "smiles": "Cc1ccoc1",
  "mol_weight_g_mol": 82.10,
  "charge": 0,
  "homo_energy_ev": -8.54
}

=====

{
  "formula": "C5H6O",
  "method": "wB97M-V/def2-TZVPD",
  "symbols": ["C", "C", "C", "O", "C", "C", "H", "H", "H", "H", "H", "H"],
  "coordinates": [[0.89243, 0.49918, 1.34270], [-0.00923, -0.34876, 0.48064], [0.48808, -0.08615, -0.95271], [1.57137, 0.38112, -1.21139], [-0.61680, -0.32537, -1.86049], [-1.81672, -0.35880, -1.70149], [1.03987, 0.08809, 2.35033], [0.55895, 1.53526, 1.42707], [1.77677, 0.55278, 0.63546], [-1.09350, -0.18111, 0.41133], [0.08300, -1.41669, 0.71998], [-2.87423, -0.33957, -1.64142]],
  "e_above_lowest_ev": 2.935,
  "e_tot_ev": -7326.350,
  "smiles": "C#CC(=O)CC",
  "mol_weight_g_mol": 82.10,
  "charge": 0,
  "homo_energy_ev": -10.25
}